[1]
The following is a DFT calculation (ωB97M-V/def2-TZVPD) of a structure of composition C21H33N7O3PSW at a distorted geometry.

Last column: Löwdin charge in e.
CARTESIAN COORDINATES (ANGSTROEM)
1 W 0.7387 0.4798 -0.2535  1.33
2 N -1.1051 2.8234 0.6024  0.04
3 N -0.2488 3.9445 0.6911  0.04
4 C 1.0788 3.7221 0.5297  -0.33
5 N 1.9723 4.6342 0.8536  0.27
6 N 1.3858 2.5352 -0.0335  0.03
7 N 2.6907 2.1012 -0.0545  -0.26
8 O 3.6940 2.7894 0.1442  0.19
9 O 2.6194 0.7705 0.1346  -0.19
10 H -1.9314 3.0800 0.0622  0.11
11 H -1.4371 2.5462 1.5319  0.10
12 H -0.5549 4.7824 1.1792  0.18
13 H 1.7287 5.4984 1.3136  0.16
14 H 2.9614 4.4220 0.7070  0.13
15 C 0.1626 -2.7430 -2.4106  -0.20
16 P 1.1320 -1.7903 -1.1858  0.94
17 C 2.2486 -2.9129 -0.3097  -0.38
18 C 3.0382 -2.3276 0.6881  -0.14
19 C 3.9601 -3.0934 1.3744  -0.04
20 C 4.0956 -4.4444 1.0761  -0.03
21 C 3.3056 -5.0261 0.0981  -0.03
22 C 2.3714 -4.2712 -0.5944  -0.06
23 C 2.2900 -0.7042 -2.1549  -0.35
24 C 3.6572 -0.9380 -2.2497  -0.03
25 C 4.5186 0.0668 -2.6718  0.01
26 C 4.0332 1.3342 -2.9636  -0.03
27 C 2.6669 1.5840 -2.9191  -0.07
28 C 1.7725 0.5815 -2.5060  -0.28
29 H 0.8301 -3.2877 -3.0808  0.07
30 H -0.4814 -2.0822 -2.9930  0.03
31 H -0.4667 -3.4577 -1.8759  0.07
32 H 2.9278 -1.2623 0.9006  0.08
33 H 4.5802 -2.6431 2.1331  0.12
34 H 4.8183 -5.0424 1.6089  0.13
35 H 3.4242 -6.0750 -0.1258  0.13
36 H 1.7521 -4.7433 -1.3408  0.11
37 H 4.0493 -1.9128 -2.0015  0.13
38 H 5.5726 -0.1401 -2.7716  0.14
39 H 4.7126 2.1202 -3.2574  0.13
40 H 2.2936 2.5402 -3.2685  0.12
41 H 0.7177 0.6788 -2.8066  0.06
42 C -0.0102 -1.8075 2.4018  0.00
43 C -0.4652 -0.3407 2.4027  -0.62
44 C 0.4868 0.5459 3.2242  0.01
45 C -1.9363 -0.2294 2.8120  0.01
46 O -0.2952 0.1126 1.0771  -0.37
47 H -0.3213 -2.2957 3.3201  0.11
48 H 1.0747 -1.8845 2.3249  0.07
49 H -0.4814 -2.3262 1.5615  0.10
50 H 0.0238 1.5014 3.4629  0.09
51 H 1.3988 0.7159 2.6198  0.08
52 H 0.7740 0.0680 4.1571  0.11
53 H -2.0840 -0.5775 3.8297  0.11
54 H -2.5475 -0.8370 2.1475  0.10
55 H -2.2912 0.7963 2.7535  0.08
56 S -1.5402 0.3699 -1.6062  0.70
57 C -1.7991 1.5631 -2.8183  -0.76
58 N -2.6502 1.4010 -3.8114  0.06
59 C -2.6693 2.5487 -4.7095  -0.09
60 C -1.8105 3.5751 -3.9484  -0.09
61 N -1.1866 2.7490 -2.9106  0.04
62 H -3.2207 0.5801 -3.9577  0.17
63 H -3.6912 2.8899 -4.8809  0.14
64 H -2.2292 2.2794 -5.6743  0.14
65 H -2.4247 4.3572 -3.4931  0.13
66 H -1.0549 4.0439 -4.5774  0.13
67 H -0.6098 3.1507 -2.1871  0.12

## Properties
LUMO level (spin up / spin down) in eV: -11.20 / -11.21
Charge: +3
Kohn-Sham gap (spin up / spin down) in hartree: 0.203 / 0.203
Total energy in hartree: -2234.60310



[2]
The following is a DFT calculation (ωB97M-V/def2-TZVPD) of a cluster of 2 separate species, C21H34BrN4O5 in total at a distorted geometry.

Last column: Löwdin charge in e.
CARTESIAN COORDINATES (ANGSTROEM)
1 C -2.6387 0.2860 0.5123  -0.07
2 C -1.8247 1.2827 -0.4805  -0.25
3 O -0.4265 1.0707 -0.1928  -0.24
4 C 0.4363 1.7163 -1.1549  -0.22
5 C 0.7214 0.8631 -2.4816  -0.16
6 C 0.7916 -0.7175 -2.2524  -0.20
7 C 2.2716 -1.3348 -2.4960  -0.20
8 C 2.2548 -2.9108 -2.2033  -0.15
9 C 2.8943 -3.3273 -0.7984  -0.26
10 N 3.6141 -2.2732 0.0183  0.08
11 C 2.5170 -1.7964 0.8695  -0.21
12 N 2.0333 -0.5905 1.0878  0.33
13 N 1.9020 -2.9795 1.4923  -0.08
14 C 2.6075 -3.5992 2.6563  -0.16
15 C 3.0450 -2.5729 3.8073  -0.17
16 C 2.2735 -2.7687 5.2016  -0.16
17 C 0.7678 -2.1969 5.1858  -0.17
18 O 0.5347 -1.2031 4.1450  -0.12
19 C 0.1193 0.0437 4.6711  -0.26
20 O -0.7364 0.7373 4.0947  0.05
21 C 1.9736 -3.9752 0.3505  -0.63
22 Br 0.1599 -4.6468 -0.0804  0.70
23 H -2.5568 0.6637 1.5974  0.08
24 H -2.1188 -0.7363 0.4256  0.07
25 H -3.7447 0.2117 0.2106  0.08
26 H -2.1287 1.0664 -1.5600  0.11
27 H -2.1821 2.3362 -0.2232  0.13
28 H 1.4581 1.8650 -0.6373  0.11
29 H 0.0671 2.7839 -1.3880  0.12
30 H 1.7291 1.2348 -2.9057  0.12
31 H -0.0647 1.1318 -3.2790  0.10
32 H 0.1284 -1.1956 -3.0672  0.12
33 H 0.3694 -1.0797 -1.2577  0.09
34 H 3.0829 -0.7524 -1.9493  0.10
35 H 2.4749 -1.1770 -3.6213  0.12
36 H 2.9022 -3.3975 -3.0249  0.13
37 H 1.1966 -3.2882 -2.3827  0.08
38 H 3.7790 -3.9971 -1.1086  0.16
39 H 4.2609 -2.8472 0.5818  0.13
40 H 1.0401 -0.5240 1.3968  0.16
41 H 2.5469 0.2964 1.0182  0.17
42 H 1.8928 -4.3720 3.1281  0.15
43 H 3.5490 -4.1978 2.3542  0.13
44 H 2.9591 -1.4717 3.5336  0.10
45 H 4.1638 -2.7587 4.0212  0.12
46 H 2.3405 -3.8534 5.5856  0.13
47 H 2.8603 -2.1495 5.9799  0.12
48 H -0.0189 -3.0194 5.0320  0.14
49 H 0.6071 -1.6806 6.1955  0.12
50 H 0.5772 0.4203 5.6447  0.16
51 H 2.5333 -4.9569 0.5794  0.11
52 C -5.5287 6.0589 -2.6897  -0.06
53 C -5.9200 4.7861 -3.0944  -0.06
54 C -4.9613 3.8180 -3.3714  0.00
55 C -3.6112 4.1353 -3.2350  -0.15
56 C -3.2126 5.4098 -2.8374  0.00
57 C -4.1783 6.3722 -2.5653  -0.06
58 N -2.5989 3.1120 -3.5011  -0.34
59 O -2.9833 2.0104 -3.8657  0.07
60 O -1.4249 3.4142 -3.3397  0.05
61 H -6.2803 6.8105 -2.4689  0.11
62 H -6.9738 4.5480 -3.1911  0.11
63 H -5.2789 2.8303 -3.6859  0.12
64 H -2.1639 5.6654 -2.7339  0.12
65 H -3.8793 7.3667 -2.2524  0.11

## Properties
LUMO level in eV: -4.29
Charge: +1
Kohn-Sham gap in hartree: 0.274
Total energy in hartree: -3989.33296



[3]
The following is a DFT calculation (ωB97M-V/def2-TZVPD) of a structure of composition C21H34Cl3NO12Zr at a distorted geometry.

Last column: Löwdin charge in e.
CARTESIAN COORDINATES (ANGSTROEM)
1 Zr 1.1243 -0.5699 -2.2019  2.15
2 C -2.7496 -2.9870 0.3446  0.01
3 C -1.7969 -1.9566 0.9872  -0.42
4 C -1.9135 -1.8519 2.5344  -0.12
5 C -1.3482 -3.1132 3.2919  -0.15
6 C 0.0783 -3.1957 2.8477  -0.17
7 C 0.2849 -3.3806 1.3229  -0.48
8 N -0.3582 -2.2368 0.6905  -0.03
9 O 0.0533 -1.9667 -0.7208  -0.26
10 C -0.0043 -4.8224 0.8458  0.00
11 C 1.8342 -3.0586 1.1686  -0.03
12 C -2.0508 -0.4179 0.5962  -0.01
13 H -2.1924 -3.5163 -0.4284  0.08
14 H -3.5561 -2.5013 -0.2047  0.06
15 H -3.1409 -3.6726 1.0962  0.09
16 H -2.9386 -1.7393 2.8874  0.13
17 H -1.3664 -0.9878 2.9115  0.11
18 H -1.8693 -4.0296 3.0144  0.11
19 H -1.4111 -2.9425 4.3666  0.12
20 H 0.4266 -4.0787 3.3834  0.13
21 H 0.6664 -2.3506 3.2056  0.13
22 H -0.0334 -4.7560 -0.2418  0.08
23 H -0.9948 -5.1466 1.1652  0.08
24 H 0.7455 -5.5026 1.2497  0.10
25 H 2.1058 -2.0043 1.2195  0.07
26 H 2.2393 -3.3419 0.1971  0.07
27 H 2.3076 -3.6091 1.9816  0.09
28 H -3.0372 0.0263 0.7294  0.10
29 H -1.9332 -0.2332 -0.4716  0.04
30 H -1.2931 0.1221 1.1641  0.07
31 C 0.8403 2.6753 0.4478  0.03
32 C 0.8782 1.5404 -0.4976  -0.70
33 O 0.1068 1.2928 -1.4300  -0.10
34 O 1.6628 0.6009 -0.4302  -0.10
35 H 0.5256 2.4022 1.4550  0.12
36 H 0.2270 3.5128 0.1154  0.06
37 H 1.8356 3.1193 0.4271  0.11
38 C 1.3748 4.8280 -4.1780  -1.63
39 Cl 0.1262 4.3011 -5.3704  0.52
40 Cl 1.0653 4.2093 -2.5891  0.59
41 Cl 1.7466 6.4714 -4.1731  0.64
42 H 2.2975 4.3512 -4.5087  0.00
43 C -4.4019 -1.0530 -4.0640  -0.01
44 C -4.2087 -1.6686 -2.7162  -0.06
45 O -2.8018 -1.5612 -2.4813  0.13
46 C -2.2199 -0.7785 -3.1966  -0.61
47 O -1.0124 -0.4869 -3.1123  -0.04
48 O -3.1006 -0.3346 -4.0616  0.12
49 H -5.1493 -0.2643 -4.1506  0.15
50 H -4.6443 -1.7536 -4.8630  0.15
51 H -4.4387 -2.7340 -2.7283  0.15
52 H -4.8430 -1.2210 -1.9510  0.15
53 C 6.3213 0.0649 -0.3285  -0.08
54 C 6.4731 -1.4367 0.1760  0.00
55 O 5.1740 -2.0310 -0.2130  0.12
56 C 4.5291 -1.1248 -0.9329  -0.51
57 O 3.4018 -1.3273 -1.4315  -0.03
58 O 5.2455 -0.0433 -1.2299  0.09
59 H 7.2709 0.4541 -0.6957  0.14
60 H 6.0115 0.7494 0.4612  0.14
61 H 6.5410 -1.4146 1.2637  0.14
62 H 7.3705 -1.8075 -0.3192  0.14
63 C -0.1995 5.9990 1.7733  -0.09
64 C -1.3426 6.7913 1.2139  -0.10
65 O -2.5157 6.1940 1.7953  0.05
66 C -2.1353 5.2398 2.7081  -0.58
67 O -2.9574 4.4491 3.1355  0.14
68 O -0.8560 5.2602 2.7944  0.08
69 H 0.5853 6.6124 2.2159  0.14
70 H 0.2010 5.2172 1.1279  0.10
71 H -1.4371 6.6801 0.1337  0.13
72 H -1.4256 7.8461 1.4760  0.14

## Properties
LUMO level in eV: -8.04
Charge: +2
Kohn-Sham gap in hartree: 0.198
Energy relative to the best compared isomer or geometry (same formula, charge and spin) in kJ/mol: 138.1
Total energy in hartree: -3205.20062



[4]
The following is a DFT calculation (ωB97M-V/def2-TZVPD) of an isolated molecule of C21H34N2.

Last column: Löwdin charge in e.
CARTESIAN COORDINATES (ANGSTROEM)
1 C -8.3604 -0.6395 -0.5276  -0.12
2 C -7.0357 -0.3259 0.1566  -0.28
3 C -5.9191 -0.0754 -0.8540  -0.24
4 C -4.5879 0.2385 -0.1757  -0.23
5 C -3.4774 0.4900 -1.1936  -0.22
6 C -2.1545 0.9169 -0.5571  -0.22
7 C -1.4770 -0.1968 0.2384  -0.22
8 C -0.1269 0.2514 0.7930  -0.22
9 C 0.5532 -0.8570 1.5917  -0.17
10 C 1.9481 -0.4649 2.0989  -0.13
11 N 2.8815 -0.2012 1.0281  0.01
12 C 3.4652 -1.2194 0.3156  -0.15
13 C 4.2730 -1.0144 -0.7494  -0.12
14 C 4.6118 0.2949 -1.2502  -0.32
15 N 5.3833 0.4268 -2.2663  0.12
16 C 3.9917 1.3308 -0.4458  -0.11
17 C 3.1853 1.0672 0.6101  -0.17
18 C 2.7454 2.3290 1.3011  -0.11
19 C 3.0948 3.4209 0.2777  -0.16
20 C 4.1814 2.8120 -0.6210  -0.14
21 C 4.7617 -2.3135 -1.3158  -0.13
22 C 4.4366 -3.3257 -0.2077  -0.16
23 C 3.3030 -2.6844 0.6104  -0.11
24 H -8.2682 -1.5292 -1.1469  0.07
25 H -8.6663 0.1885 -1.1635  0.07
26 H -9.1415 -0.8134 0.2090  0.07
27 H -6.7555 -1.1601 0.8043  0.11
28 H -7.1541 0.5573 0.7887  0.11
29 H -5.8017 -0.9581 -1.4871  0.12
30 H -6.2008 0.7588 -1.5012  0.11
31 H -4.3155 -0.5969 0.4717  0.11
32 H -4.7051 1.1237 0.4546  0.12
33 H -3.3177 -0.4138 -1.7862  0.11
34 H -3.8042 1.2774 -1.8772  0.11
35 H -2.3313 1.7735 0.0980  0.11
36 H -1.4741 1.2419 -1.3481  0.11
37 H -2.1176 -0.5032 1.0673  0.11
38 H -1.3319 -1.0639 -0.4101  0.12
39 H -0.2810 1.1224 1.4350  0.11
40 H 0.5193 0.5506 -0.0354  0.12
41 H -0.0620 -1.1168 2.4558  0.12
42 H 0.6356 -1.7452 0.9639  0.10
43 H 2.3427 -1.2763 2.7177  0.12
44 H 1.8741 0.4265 2.7236  0.12
45 H 5.5602 1.3972 -2.5172  0.03
46 H 3.3173 2.4591 2.2258  0.13
47 H 1.6856 2.3447 1.5520  0.10
48 H 2.2122 3.6470 -0.3224  0.11
49 H 3.4224 4.3422 0.7565  0.11
50 H 5.1834 3.1027 -0.2901  0.12
51 H 4.0729 3.1227 -1.6617  0.11
52 H 5.8219 -2.2651 -1.5567  0.11
53 H 4.2256 -2.5372 -2.2411  0.12
54 H 4.1539 -4.3000 -0.6026  0.10
55 H 5.3112 -3.4599 0.4302  0.11
56 H 3.3851 -2.9193 1.6726  0.11
57 H 2.3280 -3.0382 0.2632  0.11

## Properties
LUMO level in eV: 0.75
Charge: 0
SMILES: CCCCCCCCCCn1c2c(c(=N)c3c1CCC3)CCC2
Kohn-Sham gap in hartree: 0.294
Energy relative to the best compared isomer or geometry (same formula, charge and spin) in kJ/mol: 10.8
Total energy in hartree: -930.11621